{"formula": "C37H52BN8O2ReS5", "method": "the ωB97M-V functional and the def2-TZVPD basis", "e_above_lowest_kcal_mol": 0.0, "homo_ev": [-10.16, -10.10], "spin_multiplicity": 2, "charge": 1, "species": ["Re", "C", "C", "C", "C", "N", "C", "C", "N", "B", "N", "C", "C", "N", "C", "S", "C", "C", "C", "C", "N", "C", "C", "N", "C", "S", "C", "C", "C", "C", "C", "S", "H", "H", "H", "H", "H", "H", "H", "H", "H", "H", "H", "H", "H", "H", "H", "H", "H", "H", "H", "H", "H", "H", "H", "H", "H", "H", "H", "H", "H", "H", "H", "H", "H", "H", "S", "C", "C", "N", "C", "S", "C", "N", "C", "C", "O", "H", "H", "H", "H", "H", "H", "C", "C", "C", "C", "C", "C", "C", "O", "C", "C", "C", "H", "H", "H", "H", "H", "H", "H", "H", "H", "H", "H", "H"], "xyz": [[-0.929, -0.214, -0.164], [-3.066, -5.144, 0.752], [-2.788, -4.762, -0.700], [-3.593, -3.543, -1.139], [-3.144, -5.940, -1.601], [-1.320, -4.469, -0.849], [-0.447, -5.197, -1.634], [0.785, -4.684, -1.445], [0.682, -3.645, -0.550], [1.967, -2.908, -0.074], [2.438, -1.889, -1.149], [3.784, -1.679, -1.345], [3.928, -0.821, -2.372], [2.661, -0.498, -2.819], [1.766, -1.148, -2.042], [0.024, -1.037, -2.183], [2.381, 0.381, -4.007], [1.636, 1.632, -3.552], [1.594, -0.417, -5.045], [3.710, 0.803, -4.628], [1.921, -2.303, 1.357], [2.342, -3.069, 2.427], [2.576, -2.245, 3.466], [2.302, -0.957, 3.046], [1.869, -1.019, 1.766], [1.341, 0.323, 0.824], [2.613, 0.280, 3.847], [3.204, -0.147, 5.189], [1.357, 1.101, 4.120], [3.668, 1.087, 3.090], [-0.605, -3.520, -0.213], [-1.213, -2.312, 0.889], [-4.109, -5.445, 0.843], [-2.897, -4.311, 1.432], [-2.441, -5.985, 1.053], [-4.652, -3.799, -1.139], [-3.315, -3.241, -2.150], [-3.447, -2.699, -0.469], [-4.209, -6.134, -1.485], [-2.612, -6.850, -1.324], [-2.965, -5.719, -2.654], [-0.767, -6.014, -2.250], [1.732, -4.975, -1.863], [2.820, -3.754, -0.036], [4.522, -2.177, -0.742], [4.819, -0.435, -2.825], [0.728, 1.388, -3.008], [1.367, 2.220, -4.430], [2.278, 2.243, -2.916], [0.586, -0.648, -4.710], [2.110, -1.348, -5.284], [1.523, 0.173, -5.959], [4.318, 1.390, -3.940], [3.486, 1.437, -5.485], [4.287, -0.049, -4.990], [2.462, -4.134, 2.345], [2.921, -2.472, 4.454], [2.495, -0.731, 5.777], [3.429, 0.757, 5.753], [4.133, -0.706, 5.075], [0.665, 0.537, 4.735], [0.849, 1.394, 3.206], [1.653, 2.000, 4.662], [4.552, 0.477, 2.897], [3.968, 1.936, 3.705], [3.289, 1.470, 2.144], [-2.901, -0.070, -1.303], [-4.043, 0.584, -0.180], [-5.375, 0.804, -0.651], [-6.434, 0.985, -1.060], [-3.666, 0.899, 1.092], [-2.046, 0.677, 1.644], [-4.596, 1.436, 2.040], [-5.331, 1.844, 2.822], [-3.074, -1.711, 4.680], [-1.732, -1.031, 4.855], [-0.824, -1.361, 3.803], [-3.787, -1.370, 5.431], [-2.981, -2.796, 4.779], [-3.484, -1.488, 3.694], [-1.292, -1.278, 5.828], [-1.850, 0.053, 4.811], [-0.849, -2.314, 3.666], [0.177, 8.190, -1.853], [-0.153, 6.748, -1.607], [0.786, 5.895, -1.035], [0.506, 4.566, -0.773], [1.541, 3.726, -0.085], [-0.776, 4.077, -1.118], [-1.153, 2.707, -0.949], [-0.362, 1.757, -0.782], [-1.761, 4.940, -1.666], [-3.153, 4.471, -2.007], [-1.420, 6.255, -1.912], [1.252, 8.346, -1.919], [-0.201, 8.803, -1.032], [-0.290, 8.549, -2.769], [1.759, 6.288, -0.766], [2.325, 4.366, 0.317], [1.996, 3.005, -0.765], [1.112, 3.146, 0.732], [-2.217, 2.467, -1.007], [-3.692, 4.130, -1.121], [-3.152, 3.655, -2.731], [-3.722, 5.292, -2.438], [-2.156, 6.920, -2.348]], "atomic_forces_ev_per_a": [[-0.44, -0.28, -0.14], [-0.03, -0.01, 0.01], [0.02, 0.00, -0.05], [-0.02, 0.01, 0.00], [-0.02, -0.01, 0.00], [0.00, -0.02, 0.03], [0.01, 0.02, -0.02], [-0.01, -0.01, -0.02], [0.03, -0.14, 0.14], [-0.04, 0.06, -0.09], [-0.01, 0.03, -0.01], [0.02, 0.01, 0.00], [0.01, -0.02, 0.01], [0.00, 0.02, 0.00], [-0.10, 0.03, 0.07], [0.06, -0.11, -0.09], [0.04, -0.02, 0.01], [-0.01, 0.01, 0.00], [-0.02, -0.01, -0.03], [-0.02, 0.02, -0.02], [0.06, 0.02, -0.01], [0.00, 0.01, 0.04], [0.00, -0.02, -0.02], [-0.04, 0.01, 0.02], [-0.08, 0.02, -0.01], [0.15, 0.03, -0.02], [0.03, -0.07, 0.02], [-0.01, 0.01, 0.01], [0.01, 0.02, -0.08], [0.02, 0.01, 0.01], [-0.04, 0.11, -0.06], [0.17, 0.16, 0.00], [-0.01, 0.01, 0.01], [0.01, 0.00, -0.01], [0.00, 0.00, 0.00], [-0.01, 0.00, 0.01], [0.00, 0.00, 0.00], [0.00, -0.01, 0.00], [0.00, 0.00, 0.00], [0.01, 0.00, 0.01], [0.01, 0.01, 0.00], [0.01, -0.01, 0.00], [0.01, -0.01, 0.01], [0.00, -0.02, -0.01], [0.02, 0.00, 0.00], [0.02, 0.00, 0.00], [0.01, 0.00, -0.03], [0.01, 0.01, -0.01], [-0.01, 0.00, 0.03], [0.02, 0.00, 0.00], [0.01, 0.00, 0.00], [-0.01, 0.00, 0.00], [0.00, 0.00, 0.01], [0.00, 0.00, 0.00], [0.00, -0.01, 0.00], [0.02, 0.00, 0.00], [0.00, -0.01, 0.01], [-0.01, -0.01, -0.01], [0.00, 0.00, 0.00], [0.00, 0.00, -0.01], [-0.10, -0.09, 0.06], [0.01, 0.01, 0.00], [-0.01, 0.00, -0.01], [0.00, -0.01, 0.00], [0.01, 0.01, 0.00], [-0.01, 0.00, 0.00], [0.25, 0.02, 0.05], [-0.06, 0.05, 0.14], [0.02, 0.02, -0.01], [-0.03, -0.01, -0.02], [0.01, 0.01, -0.05], [0.04, 0.04, 0.13], [-0.06, -0.06, -0.03], [0.02, 0.04, 0.02], [-0.03, 0.00, -0.02], [-0.02, 0.01, -0.03], [0.09, -0.01, 0.12], [0.01, 0.00, 0.02], [0.02, -0.01, -0.01], [-0.01, 0.01, 0.00], [-0.02, -0.01, -0.02], [0.01, 0.00, -0.02], [0.01, 0.01, 0.02], [-0.01, -0.01, -0.01], [0.01, 0.03, -0.01], [-0.02, 0.00, 0.06], [-0.01, 0.03, -0.03], [0.04, 0.01, 0.00], [-0.07, -0.03, -0.05], [0.05, -0.09, -0.06], [-0.02, 0.17, 0.03], [0.05, 0.02, -0.01], [-0.01, 0.00, 0.01], [0.01, -0.05, 0.02], [0.00, 0.01, 0.00], [0.00, 0.00, 0.01], [0.00, 0.00, 0.00], [0.01, 0.00, 0.00], [0.02, -0.01, -0.02], [-0.02, -0.03, 0.00], [0.00, 0.02, 0.01], [-0.01, 0.04, 0.02], [0.00, 0.00, 0.00], [0.01, 0.00, -0.01], [-0.01, 0.00, 0.00], [0.00, 0.01, 0.00]]}